The following is a quantum chemistry calculation of a cluster of 2 separate species, C5H17N2O in total at a distorted geometry, from the OMol25 dataset.

Geometry as XYZ:
```
25
Properties=species:S:1:pos:R:3:forces:R:3
C 0.748 -1.658 -0.245 1.5 -4.3 -0.2
C 0.018 -0.716 0.603 -1.2 1.6 3.0
C -0.188 0.776 0.314 1.1 1.6 0.4
C -0.976 1.034 -0.965 0.5 2.4 -1.2
C -1.957 -0.057 -1.432 -1.4 1.7 -0.8
N -1.438 -0.823 -2.523 1.9 1.1 -2.5
N 0.955 -0.533 1.903 0.1 -2.5 0.6
H 1.769 -1.401 -0.489 0.5 0.8 0.4
H 0.924 -2.706 0.402 -0.8 2.5 -1.8
H 0.444 -1.926 -1.291 -0.9 0.4 1.3
H -0.964 -1.039 1.008 0.8 -0.6 -0.3
H -0.591 1.322 1.253 0.1 -1.2 -1.4
H 0.842 1.238 0.270 -1.3 -0.4 -0.5
H -1.583 2.020 -1.050 1.0 -1.4 1.4
H -0.209 1.386 -1.753 -1.1 -1.5 0.7
H -2.802 0.639 -1.700 0.0 -1.3 -0.1
H -2.385 -0.756 -0.672 0.7 0.7 -0.3
H -1.304 -0.430 -3.511 -0.4 0.1 2.5
H -1.843 -1.681 -2.711 -1.3 -1.9 0.2
H 1.807 -0.231 1.473 0.7 1.0 0.0
H 0.642 0.144 2.597 -0.1 0.2 -0.5
H 1.293 -1.365 2.464 -1.1 0.5 -1.0
H 2.682 2.416 1.498 2.2 1.0 -2.6
H 2.142 2.400 2.702 -1.1 -0.6 0.7
O 1.975 1.947 1.855 -0.6 0.1 2.4
```
Forces are in eV/Å.

Summary:
LUMO energy, eV: -3.1
ΔE to the lowest compared entry with this formula, charge and spin, eV: 2.851
Orbital gap, eV: 8.84
DFT total energy, hartree: -385.1360
Net charge: +1



The following is a quantum chemistry calculation of a cluster of 3 separate species, C5H17N2O in total at a distorted geometry, from the OMol25 dataset.

Geometry as XYZ:
```
25
Properties=species:S:1:pos:R:3:forces:R:3
N 4.018 -0.411 -1.869 -3.4 0.4 1.3
C 2.977 -0.732 -0.752 0.0 0.6 -1.6
C 1.897 0.322 -0.720 2.6 1.5 -2.2
N -0.844 0.854 -0.155 0.4 -1.8 -2.0
C -0.941 -0.610 0.292 0.1 -0.4 0.6
C -2.337 -1.161 0.764 -0.2 3.0 0.1
C -1.814 1.241 -1.247 -0.9 0.7 1.8
H -2.335 1.076 3.711 0.9 -1.1 0.1
H 4.036 0.615 -1.848 0.7 -0.2 -0.4
H 3.466 -0.666 -2.720 1.1 0.2 0.4
H 2.714 -1.744 -0.939 -0.6 -1.0 0.1
H 3.354 -0.649 0.235 1.0 -0.3 1.0
H 1.962 0.916 -1.697 -1.1 -0.7 1.3
H 1.845 0.927 0.179 -0.5 -0.1 0.2
H -0.129 -0.582 1.044 -0.7 -0.5 0.4
H -0.577 -1.416 -0.414 -0.4 1.3 -0.1
H -2.216 -2.074 1.317 0.0 -0.5 -0.1
H -2.934 -0.440 1.418 1.2 -0.8 -0.6
H -2.972 -1.234 -0.125 0.2 -0.6 0.1
H -2.301 0.324 -1.617 0.1 0.8 -0.3
H -1.312 1.847 -1.993 0.2 -0.3 -0.3
H -2.613 2.010 -0.836 1.4 -1.8 -0.4
H -1.435 0.388 4.734 0.0 -0.1 -0.1
H 0.165 0.859 -0.567 -1.3 0.4 0.6
O -1.676 0.338 3.801 -0.9 1.2 0.0
```
Forces are in eV/Å.

Summary:
LUMO energy, eV: -7.7
ΔE to the lowest compared entry with this formula, charge and spin, eV: 6.882
Orbital gap, eV: 5.62
DFT total energy, hartree: -384.9878
Net charge: +1



The following is a quantum chemistry calculation of a cluster of 2 separate species, C5H17N2O in total at a distorted geometry, from the OMol25 dataset.

Geometry as XYZ:
```
25
Properties=species:S:1:pos:R:3:forces:R:3
N -0.877 -1.016 -0.471 -0.2 -0.7 1.0
C 0.423 -1.326 -1.097 1.3 -0.1 0.4
C 1.513 -0.860 -0.117 0.9 1.0 -0.6
N 1.033 0.321 0.611 1.8 1.1 1.2
C 1.519 1.666 0.048 -1.2 -2.2 -1.3
C 0.430 2.252 -0.846 -0.1 1.3 0.9
C 1.506 0.225 2.039 -1.2 -1.7 0.3
H -0.716 -0.102 0.020 0.1 0.5 -0.6
H -1.718 -1.119 -1.042 0.0 0.3 0.1
H -0.984 -1.560 0.390 -0.2 -0.6 -0.4
H 0.601 -2.367 -1.355 -0.6 -0.1 0.0
H 0.560 -0.714 -1.972 -0.5 0.1 -0.4
H 2.381 -0.613 -0.750 -0.2 0.1 0.0
H 1.983 -1.564 0.567 -0.9 -0.6 0.0
H 2.345 1.450 -0.641 0.4 0.2 0.7
H 1.766 2.243 0.917 0.3 0.7 -0.2
H 0.856 3.017 -1.496 0.0 -0.3 -0.3
H -0.109 1.507 -1.421 0.2 -0.1 -0.3
H -0.304 2.811 -0.257 -0.1 -0.3 0.0
H 0.676 -0.213 2.610 -0.1 0.5 0.2
H 1.829 1.136 2.520 -0.1 0.3 -0.2
H 2.260 -0.551 2.224 0.4 0.5 -0.5
H -4.115 -1.000 0.783 0.3 1.1 -0.4
H -4.909 -1.754 -0.054 -0.7 -0.3 -1.2
O -4.388 -0.951 -0.156 0.6 -0.8 1.5
```
Forces are in eV/Å.

Summary:
LUMO energy, eV: -3.2
ΔE to the lowest compared entry with this formula, charge and spin, eV: 1.961
Orbital gap, eV: 10.14
DFT total energy, hartree: -385.1687
Net charge: +1



The following is a quantum chemistry calculation of a cluster of 2 separate species, C5H17N2O in total at a distorted geometry, from the OMol25 dataset.

Geometry as XYZ:
```
25
Properties=species:S:1:pos:R:3:forces:R:3
N 1.111 -1.165 -0.944 -4.4 0.1 5.2
C 0.655 0.281 -1.091 1.3 1.6 0.3
C 0.250 0.654 -2.495 -3.6 1.3 -1.5
C -0.492 0.651 -0.023 -0.5 -1.4 -0.7
N -0.405 -0.017 1.383 -3.4 1.6 -1.1
C -1.668 -0.617 1.979 0.2 0.8 -3.3
C -2.783 0.439 2.571 -0.9 0.8 -0.7
H 2.060 -1.387 -1.135 2.0 0.0 -0.3
H 0.843 -1.366 0.215 1.8 0.2 -4.1
H 0.443 -1.809 -1.380 0.3 0.0 -0.5
H 1.568 0.977 -0.977 -1.1 -1.6 0.8
H 0.379 1.754 -2.712 0.2 -1.1 0.6
H -0.924 0.563 -2.714 2.5 -0.4 0.5
H 0.777 0.151 -3.303 0.1 -0.3 0.3
H -0.428 1.722 0.055 0.4 0.6 0.8
H -1.542 0.541 -0.457 1.4 -0.7 0.6
H 0.117 0.577 1.989 1.2 0.1 1.0
H -2.060 -1.115 1.012 0.0 0.3 2.2
H -1.472 -1.241 2.825 0.6 -0.6 0.3
H -3.540 -0.173 3.195 1.6 0.9 -0.8
H -3.349 0.929 1.738 0.5 -0.9 0.3
H -2.384 1.359 3.062 0.1 -1.3 0.3
H 4.671 -1.060 -0.386 0.9 0.4 0.0
H 4.178 0.072 -1.444 1.2 0.6 -0.1
O 3.996 -0.718 -0.963 -2.3 -1.1 0.1
```
Forces are in eV/Å.

Summary:
LUMO energy (alpha / beta), eV: -7.0 / -12.3
ΔE to the lowest compared entry with this formula, charge and spin, eV: 2.896
Orbital gap (alpha / beta), eV: 11.63 / 6.32
Multiplicity: 2
DFT total energy, hartree: -384.6888
Net charge: +2